# 1
DFT (ωB97M-V/def2-TZVPD) results for a structure of composition C17H47AgNO19P3 in a non-equilibrium geometry.

```
88
C17H47AgNO19P3, DFT ωB97M-V/def2-TZVPD
Ag -0.961 1.301 -3.454
N 0.521 0.641 -0.767
O 0.694 -0.115 -1.731
O 0.307 1.825 -0.955
O 0.791 0.242 0.370
C -2.135 2.940 6.315
O -0.862 2.437 6.230
P -0.517 1.246 5.144
O -1.646 0.788 4.306
O 0.784 1.811 4.390
C 1.443 1.213 3.282
O 0.103 0.146 6.173
C 1.253 0.349 7.118
H -2.798 2.440 5.608
H -2.103 4.004 6.083
H -2.682 2.875 7.256
H 0.792 0.384 3.004
H 2.458 0.820 3.325
H 1.324 1.972 2.509
H 2.145 -0.110 6.692
H 0.950 -0.106 8.061
H 1.459 1.405 7.288
C -2.581 -1.035 -0.547
O -2.400 -2.099 -1.532
P -2.692 -1.867 -3.112
O -2.206 -0.570 -3.690
O -1.980 -3.065 -3.910
C -0.581 -3.180 -3.828
O -4.322 -2.078 -3.269
C -5.029 -3.220 -2.824
H -2.729 -0.034 -0.950
H -1.676 -0.994 0.059
H -3.285 -1.170 0.275
H -0.161 -2.664 -2.964
H -0.030 -2.565 -4.540
H -0.267 -4.223 -3.846
H -5.089 -3.968 -3.614
H -6.026 -2.959 -2.471
H -4.492 -3.648 -1.977
C -1.960 5.796 -1.215
O -1.715 5.793 0.243
P -2.730 5.046 1.203
O -4.140 5.457 0.991
O -2.572 3.455 0.945
C -1.516 2.678 1.372
O -2.120 5.310 2.667
C -2.008 6.605 3.195
H -1.152 5.293 -1.746
H -1.782 6.766 -1.679
H -2.974 5.549 -1.530
H -0.564 3.179 1.200
H -1.443 1.701 0.894
H -1.566 2.561 2.454
H -1.007 6.702 3.614
H -2.761 6.731 3.974
H -2.168 7.340 2.406
C 3.913 1.889 -1.884
O 3.677 1.017 -2.979
C 4.179 -0.302 -2.829
C 3.655 -1.083 -4.000
O 3.863 -0.351 -5.224
C 3.320 -1.013 -6.329
H 3.591 2.856 -2.271
H 4.940 1.953 -1.525
H 3.283 1.519 -1.076
H 3.831 -0.843 -1.949
H 5.267 -0.255 -2.865
H 2.608 -1.297 -3.785
H 4.086 -2.084 -4.033
H 2.307 -0.626 -6.444
H 3.277 -2.092 -6.186
H 4.011 -0.739 -7.126
C 0.572 -6.874 -0.087
O 1.261 -5.966 -0.923
C 0.770 -4.617 -1.060
C 0.477 -3.871 0.245
O 1.616 -3.590 1.053
C 2.722 -2.906 0.379
H 0.498 -6.494 0.932
H 1.137 -7.804 -0.035
H -0.420 -7.075 -0.491
H -0.183 -4.646 -1.589
H 1.464 -4.257 -1.820
H -0.248 -4.488 0.777
H 0.003 -2.905 0.071
H 3.343 -2.319 1.055
H 2.306 -2.194 -0.334
H 3.277 -3.671 -0.165
```

Lowest unoccupied orbital energy   -1.40 eV
Kohn-Sham gap   0.283 Ha
2S+1   1
Net charge   0
HOMO level   -9.10 eV

# 2
DFT (ωB97M-V/def2-TZVPD) results for a structure of composition C28H36AsBrF11N5O4RuS2SeSi in a non-equilibrium geometry.

```
91
C28H36AsBrF11N5O4RuS2SeSi, DFT ωB97M-V/def2-TZVPD
Ru -1.202 -0.213 1.477
F 1.404 3.380 1.743
C 1.862 2.981 2.928
F 3.172 2.762 2.768
F 1.725 4.010 3.769
S 1.049 1.479 3.756
O 0.899 0.488 2.722
O 1.964 1.209 4.805
N -0.325 2.024 4.275
S -1.497 2.131 3.240
O -2.515 1.132 3.287
O -1.045 2.521 1.934
C -2.261 3.679 4.004
F -3.504 3.980 3.612
F -2.292 3.562 5.329
F -1.492 4.733 3.701
N -0.962 -2.271 0.298
C -1.751 -2.603 -0.499
C -2.649 -2.928 -1.479
C -2.777 -2.059 -2.560
N -2.858 -1.342 -3.460
C -3.469 -4.049 -1.359
N -4.148 -4.976 -1.277
N -4.444 -1.102 1.098
C -3.338 -0.866 1.319
C 0.109 0.414 -3.658
C 1.281 -0.536 -3.375
C 2.170 -0.621 -4.622
C 0.673 -1.919 -3.122
Si 2.317 0.020 -1.802
Br 0.611 0.676 -0.221
C 3.318 -1.394 -0.884
C 4.109 -0.805 0.291
C 4.294 -2.080 -1.850
C 2.382 -2.454 -0.289
C 3.304 1.709 -2.032
C 3.496 2.432 -0.694
C 4.678 1.461 -2.661
C 2.537 2.677 -2.939
H -0.505 0.005 -4.458
H 0.448 1.398 -3.958
H -0.532 0.514 -2.783
H 1.583 -0.979 -5.466
H 2.999 -1.306 -4.469
H 2.581 0.348 -4.883
H -0.047 -2.162 -3.899
H 0.146 -1.931 -2.174
H 1.434 -2.693 -3.119
H 4.886 -0.124 -0.042
H 4.590 -1.608 0.848
H 3.442 -0.285 0.973
H 4.968 -1.365 -2.311
H 3.759 -2.596 -2.642
H 4.892 -2.815 -1.315
H 1.651 -2.006 0.380
H 2.961 -3.169 0.293
H 1.850 -3.008 -1.053
H 3.986 1.813 0.047
H 2.537 2.741 -0.296
H 4.100 3.325 -0.847
H 5.312 0.882 -1.999
H 5.168 2.416 -2.846
H 4.596 0.932 -3.606
H 1.533 2.832 -2.558
H 2.484 2.313 -3.960
H 3.044 3.640 -2.958
C -3.881 1.377 -1.855
As -2.668 1.622 -0.294
C -1.686 3.180 -1.030
C -3.973 2.572 0.803
H -4.249 2.353 -2.177
H -4.722 0.757 -1.550
H -3.381 0.880 -2.686
H -2.375 4.005 -1.212
H -1.200 2.906 -1.968
H -0.924 3.491 -0.315
H -4.808 2.920 0.190
H -3.498 3.422 1.287
H -4.352 1.901 1.575
F -5.067 -5.703 4.734
C -4.115 -4.793 4.475
C -2.836 -5.197 4.094
F -2.551 -6.506 4.010
C -1.860 -4.248 3.836
F -0.629 -4.649 3.485
C -2.107 -2.877 3.963
Se -0.740 -1.577 3.703
C -3.398 -2.501 4.351
F -3.670 -1.203 4.508
C -4.390 -3.434 4.606
F -5.612 -3.044 4.994
```

Lowest unoccupied orbital energy (spin up / spin down)   0.11 / 0.92 eV
Kohn-Sham gap (spin up / spin down)   0.221 / 0.253 Ha
2S+1   2
Net charge   -1
HOMO level (spin up / spin down)   -5.91 / -5.95 eV

# 3
DFT (ωB97M-V/def2-TZVPD) results for a cluster of 25 separate species, H50O25 in total in a non-equilibrium geometry.

```
75
H50O25, DFT ωB97M-V/def2-TZVPD
O -7.092 1.930 8.754
H -7.916 2.237 9.133
H -6.566 2.722 8.649
O -13.766 -3.880 5.463
H -13.005 -4.191 5.953
H -13.396 -3.457 4.688
O -9.161 -2.788 12.139
H -10.103 -2.887 12.273
H -8.764 -3.385 12.774
O -14.763 -4.495 12.549
H -14.388 -5.355 12.359
H -14.506 -4.316 13.454
O -8.759 -0.609 15.276
H -8.362 -1.469 15.138
H -9.047 -0.335 14.404
O -10.883 0.211 7.963
H -10.609 1.127 8.010
H -10.587 -0.171 8.789
O -11.631 -1.740 13.741
H -11.279 -1.889 14.619
H -12.031 -0.872 13.787
O -9.565 -6.678 7.850
H -8.670 -6.931 7.626
H -9.889 -7.397 8.393
O -7.351 -4.746 10.411
H -8.033 -4.599 11.066
H -7.214 -5.693 10.415
O -10.201 -2.195 9.764
H -9.604 -2.262 10.509
H -10.966 -2.708 10.023
O -11.031 -5.716 10.488
H -11.330 -4.809 10.559
H -10.534 -5.742 9.671
O -5.330 -1.482 10.615
H -5.077 -0.861 9.932
H -5.903 -0.980 11.195
O -9.218 -0.099 12.274
H -8.946 -0.999 12.093
H -9.751 0.147 11.518
O -13.634 -3.056 8.909
H -13.838 -2.192 8.550
H -12.739 -3.230 8.619
O -7.112 -3.057 14.475
H -6.375 -2.580 14.094
H -6.712 -3.650 15.111
O -10.890 -3.472 4.674
H -11.136 -2.550 4.607
H -10.980 -3.678 5.604
O -11.698 -4.846 7.122
H -12.002 -5.620 7.595
H -10.748 -4.954 7.069
O -13.717 -6.690 11.163
H -14.309 -6.390 10.474
H -12.845 -6.442 10.855
O -15.856 -2.863 10.699
H -15.892 -3.548 11.367
H -15.070 -3.064 10.192
O -12.241 -3.030 11.443
H -12.014 -2.484 12.196
H -13.162 -3.253 11.576
O -11.773 -0.688 5.616
H -11.205 -0.538 6.371
H -11.776 0.147 5.148
O -6.641 -2.138 7.462
H -6.199 -2.790 8.006
H -6.547 -1.317 7.946
O -6.676 0.690 11.936
H -7.626 0.572 11.966
H -6.556 1.621 11.749
O -9.429 -5.766 12.630
H -10.154 -6.020 12.058
H -9.851 -5.496 13.446
O -14.207 -1.324 6.682
H -13.395 -1.006 6.287
H -14.374 -2.160 6.248
```

Lowest unoccupied orbital energy   -0.46 eV
Kohn-Sham gap   0.354 Ha
2S+1   1
Net charge   0
HOMO level   -10.09 eV

# 4
DFT (ωB97M-V/def2-TZVPD) results for a structure of composition C8H10HgIN in a non-equilibrium geometry.

```
21
C8H10HgIN, DFT ωB97M-V/def2-TZVPD
C 0.628 0.984 -2.296
C 1.327 1.742 -1.310
C 0.361 2.456 -0.542
C -0.930 2.119 -1.039
C -0.763 1.209 -2.124
Hg -0.108 -0.479 1.300
C 1.685 -1.294 0.408
C 1.012 -2.200 -0.619
C 1.757 -2.939 -1.534
N -0.302 -2.295 -0.466
H 0.570 3.113 0.286
H 2.396 1.818 -1.205
H -1.863 2.517 -0.679
H -1.554 0.825 -2.755
H 1.091 0.395 -3.078
H 2.450 -0.614 -0.003
H -0.853 -2.686 -1.236
H 2.068 -1.876 1.287
H 2.828 -2.907 -1.547
H 1.203 -3.583 -2.201
I -2.418 0.338 2.167
```

Lowest unoccupied orbital energy   4.86 eV
Kohn-Sham gap   0.159 Ha
2S+1   1
Net charge   -2
HOMO level   0.53 eV